No. 1
2 unconnected molecules or ions with the total composition C5H10NO at a distorted geometry, computed with the ωB97M-V functional and the def2-TZVPD basis.

Structure (XYZ):
```
17
Properties=species:S:1:pos:R:3:forces:R:3:lowdin_charge:R:1
H 1.6986 -1.3806 -0.3895 1.5 0.0 0.5 0.1079
C -2.3941 -1.2508 1.1383 -1.0 0.1 -0.1 0.3077
H -0.1167 2.3958 0.7611 0.3 -1.2 -0.3 0.1229
O 0.1500 0.5882 -0.4036 -0.7 0.6 0.8 -0.3723
H -3.5283 -1.1712 1.2019 2.1 -0.1 -0.1 0.1711
H -0.4105 1.8295 -1.9267 0.4 -0.9 -0.4 0.1159
C 0.3305 1.0270 -1.6979 0.6 -0.5 -1.9 -0.0944
H 1.3550 1.4079 -1.8868 -0.4 0.1 0.3 0.1049
H 1.5610 1.7409 0.5004 -0.8 -0.1 0.6 0.1178
H 0.5911 -1.5939 2.0077 -1.0 0.2 -1.5 0.1747
C 0.0662 -1.5248 0.9975 2.5 -0.8 3.0 -0.1950
H 0.2956 0.0337 -2.2988 -0.5 2.1 0.3 0.1202
C 0.4887 1.4480 0.6697 1.2 0.9 -0.6 -0.0541
H 0.0975 -1.5891 -1.0794 0.0 0.4 0.3 0.1125
N -1.2565 -1.3730 1.0325 -2.8 -0.3 0.5 0.0916
C 0.6750 -1.3943 -0.1697 -1.4 -0.8 -1.7 0.0954
H 0.3970 0.8068 1.5433 0.1 0.4 0.3 0.0733
```
Forces are in eV/Å.

Calculated values
charge: +1
ΔE to the lowest compared entry with this formula, charge and spin: 488.31 kJ/mol
E_LUMO: -4.389 eV
orbital gap: 9.2 eV

No. 2
C2H4 in the gas phase at a distorted geometry, computed with the ωB97M-V functional and the def2-TZVPD basis.

Structure (XYZ):
```
6
Properties=species:S:1:pos:R:3:forces:R:3:lowdin_charge:R:1
C -0.6492 -0.0097 -0.0228 -0.1 -0.5 0.4 -0.0937
C 0.6682 -0.0033 -0.0064 0.4 -0.5 -0.1 -0.0894
H 1.2496 -0.9503 -0.0171 -0.3 1.0 0.1 0.0599
H -1.1862 0.9120 0.0080 -0.4 0.5 -0.1 0.0354
H -1.2274 -0.9214 0.0325 0.0 -0.1 -0.2 0.0436
H 1.1449 0.9727 0.0057 0.4 -0.4 -0.1 0.0442
```
Forces are in eV/Å.

Calculated values
ΔE to the lowest compared entry with this formula, charge and spin: 5.28 kJ/mol
E_LUMO: 1.455 eV
orbital gap: 11.7 eV

No. 3
C12H10N4O2S in the gas phase, computed with the ωB97M-V functional and the def2-TZVPD basis.

Structure (XYZ):
```
29
Properties=species:S:1:pos:R:3:forces:R:3:lowdin_charge:R:1
H -2.9536 -2.6822 3.1994 -0.1 0.0 0.3 0.1027
N -1.9145 -2.6862 1.3470 0.3 0.2 -0.5 0.0770
N 0.7443 0.0887 -0.2707 -0.1 -0.3 0.0 0.0373
H 1.6475 5.3740 -1.9579 0.0 0.1 0.0 0.1064
C -2.5201 -3.2573 2.4087 0.1 -0.4 -0.1 -0.2242
H -1.4723 -1.4190 -0.7983 0.1 0.1 -0.1 0.0840
H 1.5368 -1.8338 -0.3683 -0.1 0.0 0.1 0.1311
H 0.3248 -1.5256 0.9177 0.1 0.0 -0.2 0.1092
C 1.1242 0.7100 -1.4525 0.0 -0.1 0.0 -0.3545
H -1.7441 -5.8194 0.9535 0.0 0.1 0.1 0.1497
C 0.7489 3.5774 0.7738 0.0 -0.2 0.0 0.0089
C 0.5891 -1.3407 -0.1272 0.0 -0.2 0.0 -0.1844
H -0.2576 -1.6823 -2.0908 -0.1 0.0 0.1 0.0707
C 1.0591 4.6707 -0.0296 0.0 0.0 0.1 -0.0609
C 0.8031 2.3251 0.1987 0.2 0.4 -0.5 -0.0741
C 1.1582 2.1595 -1.1430 -0.1 0.5 0.5 -0.0744
H 1.7411 3.1062 -2.9741 0.0 0.0 -0.1 0.1220
H 1.0252 5.6644 0.3913 0.0 0.1 0.0 0.1065
C -0.5092 -1.8632 -1.0462 0.0 -0.3 0.2 -0.4421
O 1.3651 0.1404 -2.4869 0.1 0.0 -0.1 0.1282
C 1.4115 4.5063 -1.3603 0.0 0.0 -0.1 -0.0613
S -0.6844 -3.6645 -0.8857 0.2 0.1 -0.4 0.9685
O 0.2348 0.6767 1.8973 0.0 0.1 0.0 0.1390
C 1.4668 3.2421 -1.9396 0.0 -0.2 0.0 0.0079
C -1.5251 -3.7179 0.6283 -0.1 0.0 0.2 -0.6860
C 0.5409 0.9849 0.7766 0.0 -0.1 0.2 -0.3471
H 0.4746 3.6973 1.8101 0.0 0.0 0.1 0.1225
N -2.5274 -4.5657 2.3859 -0.4 -0.4 0.8 0.0398
N -1.8875 -4.8659 1.2431 0.2 0.6 -0.4 -0.0024
```
Forces are in eV/Å.

Calculated values
ΔE to the lowest compared entry with this formula, charge and spin: 0.00 kJ/mol
E_LUMO: -0.431 eV
orbital gap: 8.4 eV

No. 4
A molecular structure, C36H44N2SiTa at a distorted geometry, computed with the ωB97M-V functional and the def2-TZVPD basis.

Structure (XYZ):
```
84
Properties=species:S:1:pos:R:3:forces:R:3:lowdin_charge:R:1
H -2.2727 2.4149 -2.0287 0.1 -0.1 0.0 0.1363
H 5.4741 -1.1243 3.0075 0.0 -0.1 0.2 0.0893
H 4.9225 1.1509 5.0433 -0.1 -0.1 -0.2 0.1114
C -0.6863 1.5242 -5.7111 -0.2 0.1 -0.2 -0.0725
C 3.5686 0.6835 -4.9316 -0.2 0.3 0.1 -0.0638
H 1.6945 1.4795 -4.2367 0.2 -0.1 -0.1 0.0744
H 0.7014 2.5740 1.1996 -0.2 -0.6 -0.4 0.1644
H -3.6475 -3.3051 4.1974 0.0 0.1 0.2 0.1041
H 2.1328 0.0280 5.4995 0.0 0.0 0.1 0.0940
H -1.1341 -2.1570 -5.5648 0.0 0.4 0.7 0.0899
H -3.5010 3.4352 -6.2493 0.2 -0.2 0.1 0.1265
N -1.4787 -0.3670 0.6346 0.6 0.7 -0.4 -0.0670
H -2.2836 -1.9664 -4.1640 0.2 -0.1 -0.3 0.0415
C -3.3291 -0.0049 5.1934 0.2 0.4 -0.2 -0.0212
Si -0.1799 -0.7316 -3.8358 0.2 0.4 -4.3 0.6491
C -3.7390 -1.1324 4.2360 -0.3 -0.2 0.1 -0.5577
C 3.7120 -0.3621 4.0557 0.1 -0.2 0.3 -0.5599
H -4.6827 -0.6288 1.5951 0.4 0.0 0.2 0.1364
C 1.4551 -0.7707 2.8906 -1.1 0.0 -0.7 0.1045
C 3.3341 -0.1241 1.5742 0.0 0.2 -0.7 0.0459
H 0.3127 1.3759 -6.1298 -0.3 0.2 0.2 0.1093
H -0.9907 -3.1572 -4.1077 0.1 -0.1 0.1 0.0405
H 2.9146 0.2017 -0.5267 -0.1 -0.2 0.4 0.1318
C 2.9538 -0.6785 5.3433 -0.1 -0.1 0.0 -0.0467
C -1.1741 2.3802 -0.0479 0.0 1.9 -0.3 -0.1342
H -3.9475 -2.6236 5.8052 0.1 0.1 -0.2 0.1122
H 3.4712 1.7876 4.2540 0.2 0.0 0.0 0.0970
H 5.3407 -0.3684 -5.5954 -0.7 -0.1 0.0 0.1287
C 0.2316 2.4224 0.2200 0.3 1.9 0.1 -0.1199
C 2.5191 -0.0504 0.4631 0.0 -0.2 0.3 -0.0734
C -1.5819 -1.0190 2.9408 1.3 0.2 -1.1 0.0969
C -1.2411 -2.1574 -4.4556 0.0 -0.5 0.9 -0.1384
H -5.5483 -0.0991 3.6138 -0.1 -0.1 0.1 0.0949
H -1.9976 2.4706 0.6665 0.5 -0.4 -0.2 0.1591
H -1.2362 0.0785 -2.3547 -0.5 0.5 1.2 -0.0363
C -1.5317 2.5142 -6.2541 0.0 -0.3 -0.1 -0.0321
N 1.1808 -0.2630 0.5502 -0.5 0.0 0.2 -0.0720
H -3.5674 0.9691 4.7518 0.0 0.0 0.1 0.0986
H 4.1654 -2.5722 -5.6468 -0.3 0.2 -0.1 0.1222
H 5.5300 -1.3145 4.7743 -0.2 0.1 -0.2 0.1118
H -2.9286 0.2665 -3.4660 0.2 0.0 -0.1 0.0873
H 2.5550 -1.6971 5.3300 0.0 0.0 0.1 0.0965
H -2.3193 -2.5603 5.1059 -0.1 0.0 0.1 0.0837
H 4.8831 1.3157 3.2771 0.0 0.0 0.2 0.0878
C -0.8306 -0.7001 1.7986 -1.5 -0.3 0.6 -0.1551
C -2.9771 -0.9533 2.9239 -0.3 -0.1 0.7 -0.0853
H -5.5910 -1.8626 3.3532 -0.1 0.1 0.1 0.1010
C 0.9325 2.4119 -1.0316 -0.5 2.4 -0.5 -0.1526
C 2.2227 0.5877 -4.5775 0.3 -0.1 0.1 -0.1475
H 3.6282 -0.5976 6.2021 -0.1 0.0 -0.2 0.1096
H -1.1452 3.1475 -7.0505 -0.1 -0.2 0.1 0.1220
C -0.0437 2.4189 -2.0890 0.0 1.9 1.4 -0.1484
H -4.3077 1.9707 -4.3739 0.2 0.1 -0.2 0.1194
H 4.3895 0.1004 1.4486 -0.2 -0.1 0.1 0.1383
H 0.1623 2.4633 -3.1365 -0.1 -0.2 -0.5 0.1174
C 4.2843 1.0586 4.1576 -0.2 0.3 -0.2 -0.0232
H 1.0028 -1.1153 3.8166 0.2 0.2 -0.1 0.1191
H -3.8718 -0.0858 6.1418 0.1 -0.1 -0.2 0.1123
C -2.8326 -0.3494 0.5967 -0.2 -0.3 0.2 -0.0688
Ta -0.2397 0.5759 -0.9205 0.2 -9.8 0.2 1.7509
C -1.1524 0.6909 -4.6904 -0.5 0.4 1.3 -0.3015
C -2.4778 0.8916 -4.2432 0.1 0.2 0.0 -0.1758
C -1.3437 2.3876 -1.4697 -0.1 1.6 -0.8 -0.1517
H 4.0635 1.6502 -4.8106 0.0 -0.3 -0.3 0.1164
C -3.2937 1.8820 -4.7617 -0.5 -0.3 -0.2 -0.0766
C -5.2509 -1.0683 4.0247 0.0 0.0 -0.1 -0.0452
C 0.6302 -0.6187 1.7614 1.7 0.1 0.1 -0.1594
C -2.8516 2.6747 -5.8156 0.8 0.2 0.2 -0.0349
H 2.0073 2.4888 -1.1941 -0.2 -0.3 0.2 0.1572
C -3.3859 -2.4828 4.8733 0.1 -0.4 -0.2 -0.0207
H -3.2840 -0.0730 -0.3627 0.1 -0.1 0.4 0.1334
H 1.7518 -2.7428 -5.0675 0.2 0.2 0.1 0.1115
C 2.2442 -1.7698 -5.0338 0.4 -0.1 -0.2 -0.0755
H -5.7623 -1.1974 4.9845 0.1 0.0 -0.2 0.1098
C 4.2650 -0.4439 -5.3742 -0.1 -0.2 0.5 -0.0403
C 3.5964 -1.6756 -5.3948 0.2 0.1 -0.1 -0.0432
C -3.5982 -0.6602 1.7078 -0.1 0.3 -0.8 0.0613
H 0.5938 -0.7085 -2.4365 0.0 0.8 1.5 0.0037
H -1.0431 -1.3105 3.8375 -0.3 0.1 -0.1 0.1260
C 1.5365 -0.6294 -4.6436 0.0 -0.4 0.9 -0.3124
C 2.8072 -0.4412 2.8294 0.5 0.1 0.4 -0.0929
H -2.2556 -0.0229 5.4090 -0.1 0.0 0.1 0.0858
H 4.4926 -2.3766 3.7990 0.2 0.1 0.0 0.1034
C 4.8738 -1.3524 3.8958 0.0 -0.4 -0.3 -0.0183
```
Forces are in eV/Å.

Calculated values
charge: +3
ΔE to the lowest compared entry with this formula, charge and spin: 0.00 kJ/mol
E_LUMO: -11.964 eV
orbital gap: 4.3 eV

No. 5
C3H3ClN4O2S in the gas phase at a distorted geometry, computed with the ωB97M-V functional and the def2-TZVPD basis.

Structure (XYZ):
```
14
Properties=species:S:1:pos:R:3:forces:R:3:lowdin_charge:R:1
O 1.8182 -2.8613 -0.0186 -2.2 -0.7 -4.6 -0.3738
C -1.3376 -0.5703 0.0793 5.4 -4.9 -0.6 -0.7477
C -1.1401 0.8047 -0.0573 1.1 2.6 0.9 -0.2611
H 1.9898 -2.6818 0.8388 1.2 0.8 4.6 -0.0459
H 1.3513 -0.1638 -0.1050 -0.2 -0.2 0.0 0.0552
H 2.1888 1.3893 -0.1440 -1.6 -1.1 0.3 0.1591
O -1.4143 2.8900 -0.2075 -0.6 0.5 0.6 -0.0785
N -0.0867 2.7489 -0.2060 2.7 -1.0 -0.2 0.0938
N -2.0421 1.7550 -0.0120 -0.7 -1.5 -0.8 0.1126
N 1.3085 0.8276 0.0243 5.4 1.0 -0.2 0.1510
S 0.1316 -2.8921 -0.1154 0.4 -0.4 0.2 0.9162
C 0.1905 1.4473 -0.1046 -5.5 1.9 -0.3 -0.3585
N -0.1664 -1.3228 0.0508 -4.0 3.2 0.1 -0.3968
Cl -2.7915 -1.3708 -0.0229 -1.5 -0.3 0.0 0.7744
```
Forces are in eV/Å.

Calculated values
ΔE to the lowest compared entry with this formula, charge and spin: 0.00 kJ/mol
E_LUMO (spin up / spin down): -0.712 / -0.712 eV
orbital gap (spin up / spin down): 7.9 / 7.9 eV

No. 6
A molecular structure, C13H14CoFN at a distorted geometry, computed with the ωB97M-V functional and the def2-TZVPD basis.

Structure (XYZ):
```
30
Properties=species:S:1:pos:R:3:forces:R:3:lowdin_charge:R:1
C 0.2732 -0.5828 2.9672 0.0 -0.1 1.4 -0.1301
H 0.1600 -1.5559 2.5289 0.0 -0.4 0.1 0.0603
H -2.1955 -1.0518 0.8537 1.2 -1.1 -0.3 0.0396
C 0.2683 0.5066 2.1318 0.6 0.7 0.0 -0.2046
C 0.3761 2.1825 -0.3881 -0.1 0.9 -1.5 -0.2526
C 0.8321 -1.5966 -0.7705 1.2 -0.3 -0.6 -0.1416
C 1.2938 1.5485 -1.2691 -0.3 0.4 0.0 -0.1753
H 0.3708 -1.3191 5.0173 0.0 0.1 0.0 0.0970
H 0.2633 2.6420 2.0431 0.1 0.1 0.2 0.0585
H 0.1214 -2.7205 0.8547 -0.2 0.2 0.7 0.0648
H 0.9589 0.2088 -3.0142 0.0 -0.1 0.1 0.0856
C 0.3338 1.7778 2.6896 -0.1 0.1 0.6 -0.1243
C 0.3678 -0.4586 4.3570 0.1 1.0 0.1 -0.0320
H 0.8178 -1.8614 -1.8534 -0.4 0.5 0.8 0.0409
H -1.8566 2.2825 -0.4429 0.0 -0.4 0.2 0.0971
H -1.6560 0.5707 -2.5031 0.1 -0.3 0.3 0.0911
H -0.8645 -2.8403 -0.5645 0.0 -0.8 -0.2 0.0675
H 1.8930 -1.7369 -0.4549 -0.9 0.0 0.4 0.0435
H 2.3648 1.7099 -1.2660 -0.1 -0.2 0.1 0.0885
H 0.5175 2.9594 4.5352 -0.1 -0.1 -0.2 0.0994
C -0.8301 0.9435 -1.9097 0.3 0.7 -0.2 -0.1633
F 0.5706 0.9886 6.2439 0.0 0.1 -0.3 -0.0120
C -0.3142 -2.1310 0.0434 -1.7 -1.2 -0.3 -0.4316
C 0.4367 1.9801 4.0629 0.0 -0.8 0.9 -0.0431
C 0.4572 0.8408 4.8801 0.0 -0.3 -0.6 -0.2853
N -1.2988 -1.0493 0.3405 0.2 0.0 -0.1 -0.1487
H 0.6223 3.0108 0.2555 0.0 -0.3 0.2 0.0826
Co 0.0624 0.1966 0.2105 -0.1 -0.1 -0.7 0.5226
C -0.9505 1.7916 -0.7730 0.4 1.0 -1.1 -0.2059
C 0.5459 0.7727 -2.1921 -0.3 0.7 -0.1 -0.1886
```
Forces are in eV/Å.

Calculated values
charge: -1
ΔE to the lowest compared entry with this formula, charge and spin: 0.00 kJ/mol
multiplicity: 5
E_LUMO (spin up / spin down): 3.613 / 3.559 eV
<S²>: 6.03
orbital gap (spin up / spin down): 6.2 / 6.8 eV